#w
{
  "formula": "C2H11NO4",
  "method": "ωB97M-V with the def2-TZVPD basis set",
  "multiplicity": 1,
  "smiles": "CC(N)=O.O.O.O",
  "lumo_ev": 0.33,
  "homo_lumo_gap_ev": 10.32,
  "elements": ["C", "C", "N", "O", "H", "H", "H", "H", "H", "O", "H", "H", "O", "H", "H", "O", "H", "H"],
  "xyz": [[-1.835, -0.518, -0.458], [-0.873, 0.409, 0.222], [-0.427, 0.011, 1.459], [-0.855, 1.591, -0.064], [-2.767, -0.819, 0.012], [-2.067, -0.202, -1.480], [-1.325, -1.439, -0.793], [-0.681, -0.905, 1.732], [-0.002, 0.806, 1.898], [2.199, -1.720, 1.264], [1.947, -2.634, 1.036], [3.161, -1.734, 1.172], [-0.609, 4.652, -0.202], [0.154, 4.775, -0.783], [-0.482, 3.768, 0.160], [1.359, -2.383, -1.742], [1.499, -1.791, -2.474], [1.605, -1.867, -0.960]]
}

=====

#x
{
  "formula": "C2H11NO4",
  "method": "ωB97M-V with the def2-TZVPD basis set",
  "multiplicity": 1,
  "smiles": "CNC=O.O.O.O",
  "lumo_ev": 0.64,
  "homo_lumo_gap_ev": 10.43,
  "elements": ["C", "N", "C", "O", "H", "H", "H", "H", "H", "O", "H", "H", "O", "H", "H", "O", "H", "H"],
  "xyz": [[-1.349, -2.816, 1.840], [-1.782, -1.538, 1.366], [-1.297, -0.321, 1.876], [-0.557, 0.419, 1.285], [-1.087, -2.738, 2.898], [-2.138, -3.561, 1.776], [-0.472, -3.200, 1.322], [-2.403, -1.428, 0.578], [-1.439, -0.250, 2.969], [1.383, -0.473, -0.983], [1.646, -1.349, -0.678], [0.726, -0.251, -0.302], [2.130, 3.109, -0.600], [2.121, 3.455, -1.504], [1.611, 2.310, -0.770], [1.181, 2.919, -3.371], [0.472, 2.286, -3.517], [1.255, 3.428, -4.185]]
}

=====

#y
{
  "formula": "C2H11NO4",
  "method": "ωB97M-V with the def2-TZVPD basis set",
  "multiplicity": 1,
  "smiles": "NCC=O.O.O.O",
  "lumo_ev": 0.33,
  "homo_lumo_gap_ev": 10.64,
  "elements": ["N", "C", "C", "O", "H", "H", "H", "H", "H", "O", "H", "H", "O", "H", "H", "O", "H", "H"],
  "xyz": [[1.210, -1.307, 1.808], [2.181, -0.989, 0.746], [1.725, 0.140, -0.134], [0.711, 0.776, 0.028], [0.423, -1.710, 1.300], [0.777, -0.429, 2.106], [2.475, -1.916, 0.253], [3.136, -0.651, 1.175], [2.424, 0.466, -0.931], [-1.198, -2.535, -1.310], [-1.226, -1.772, -1.903], [-1.095, -2.055, -0.477], [-1.134, 2.984, -1.152], [-0.311, 3.312, -0.761], [-0.828, 2.719, -2.028], [-2.563, 0.562, 0.413], [-2.679, 1.508, 0.242], [-1.594, 0.489, 0.389]]
}

=====

So which one is most stable? That would be #w, about 63.9 kJ/mol below the next structure.

=====

#w
{
  "formula": "C2H6N4O2",
  "method": "ωB97M-V with the def2-TZVPD basis set",
  "multiplicity": 1,
  "smiles": "NNC(=O)C(=O)NN",
  "lumo_ev": 0.35,
  "homo_lumo_gap_ev": 9.87,
  "elements": ["N", "N", "C", "O", "C", "O", "N", "N", "H", "H", "H", "H", "H", "H"],
  "xyz": [[2.480, 0.281, 0.431], [1.599, -0.794, 0.206], [0.349, -0.675, -0.282], [-0.305, -1.700, -0.527], [-0.301, 0.694, -0.290], [0.233, 1.810, -0.468], [-1.590, 0.701, 0.187], [-2.430, -0.321, 0.501], [2.343, 1.008, -0.293], [2.212, 0.723, 1.322], [2.000, -1.692, 0.037], [-1.929, 1.657, 0.243], [-2.009, -0.953, 1.147], [-2.734, -0.798, -0.338]]
}

=====

#x
{
  "formula": "C2H6N4O2",
  "method": "ωB97M-V with the def2-TZVPD basis set",
  "multiplicity": 1,
  "lumo_ev": -0.61,
  "homo_lumo_gap_ev": 8.75,
  "elements": ["C", "C", "H", "H", "H", "H", "H", "H", "N", "N", "N", "N", "O", "O"],
  "xyz": [[1.781, 0.579, -0.296], [-1.580, 0.411, 0.456], [2.405, -1.384, -1.134], [3.618, -0.443, -0.412], [0.124, -0.267, -0.746], [-2.375, 1.047, 0.599], [-0.976, -1.414, 0.600], [-3.436, -2.273, 1.017], [2.588, -0.402, -0.984], [0.474, -0.012, 0.202], [-0.477, 1.110, 0.452], [-1.615, -0.865, 0.182], [2.208, 1.610, 0.074], [-3.128, -1.613, -0.055]]
}

=====

So which one is most stable? That would be #w, about 515.5 kJ/mol below the next structure.